# C11H14N

The ion C11H14N with charge +1 (ωB97M-V with the def2-TZVPD basis set, the Open Molecules 2025 dataset).

HOMO-LUMO gap = 8.33 eV
SMILES string = C1=C[C@]23[NH2+]CC[C@H]2CC=CC3=C1
Spin multiplicity = 1
Energy above the lowest of the compared OMol25 structures with the same formula, charge and spin = 317.80 kJ/mol
Charge = +1
Molar mass = 160.24 g/mol
E_HOMO = -12.0 eV

Each line ends with the natural charge from an NBO analysis.
Cartesian coordinates (Å):
H  1.966  -0.476  0.737  0.283
C  0.782  -0.055  -1.863  -0.249
H  -0.906  -2.898  -2.195  0.242
N  -0.853  1.224  -0.338  -0.513
C  0.052  0.033  -0.549  0.098
C  0.085  2.287  0.073  -0.236
H  0.320  2.880  -0.757  0.236
C  -0.876  -1.491  1.767  -0.110
H  -2.174  -2.566  0.574  0.232
C  -0.572  -1.940  -1.757  -0.195
H  -0.351  0.528  2.231  0.217
C  0.334  -1.125  -2.565  -0.122
C  0.977  0.026  0.627  -0.244
H  0.880  -0.487  2.788  0.257
H  -1.535  0.784  0.279  0.456
H  1.490  1.939  1.588  0.233
C  1.319  1.560  0.681  -0.408
C  -0.879  -1.395  -0.573  -0.015
H  1.510  0.682  -1.950  0.222
C  0.147  -0.360  1.844  -0.481
C  -1.471  -1.864  0.611  -0.261
H  -1.277  -1.916  2.607  0.223
H  -1.225  1.406  -1.212  0.441
H  0.611  -1.417  -3.464  0.220
H  -0.589  2.944  0.665  0.239
H  2.235  1.698  0.151  0.234

***

# C11H14N

The ion C11H14N with charge +1 (ωB97M-V with the def2-TZVPD basis set, the Open Molecules 2025 dataset).

HOMO-LUMO gap (alpha / beta) = 6.28 / 6.28 eV
Spin multiplicity = 1
Energy above the lowest of the compared OMol25 structures with the same formula, charge and spin = 397.01 kJ/mol
Charge = +1
Molar mass = 160.24 g/mol
E_HOMO (alpha / beta) = -12.1 / -12.1 eV

Each line ends with the natural charge from an NBO analysis.
Cartesian coordinates (Å):
C  0.642  1.141  3.579  -0.248
H  -1.763  0.300  -2.511  0.220
C  1.180  2.088  2.768  -0.062
H  1.164  -1.759  -1.970  0.220
C  0.061  0.017  2.967  -0.056
H  -1.696  -2.962  0.463  0.304
H  -0.199  -0.761  3.685  0.243
C  1.246  -0.700  -1.659  -0.413
H  1.996  -0.432  -0.957  0.211
H  1.728  2.952  3.168  0.244
H  0.677  1.280  4.699  0.262
N  -0.041  -0.252  -1.281  -0.431
H  1.639  2.676  0.590  0.252
C  1.101  2.031  1.357  -0.246
C  0.004  1.064  -0.671  -0.263
C  -1.158  -0.595  -2.236  -0.409
C  -0.216  -0.056  1.633  -0.225
H  -1.848  -1.349  -1.669  0.191
C  -0.938  -1.064  1.021  0.458
H  -0.773  -1.121  -3.097  0.221
C  0.340  1.003  0.808  0.137
H  0.688  1.753  -1.087  0.202
C  -1.867  -1.898  0.754  -0.512
H  1.585  -0.158  -2.625  0.178
H  -0.902  1.594  -0.552  0.240
H  -2.798  -1.659  1.045  0.281

***

# C11H14N2

A cluster of 2 separate species, C11H14N2 in total (ωB97M-V with the def2-TZVPD basis set, the Open Molecules 2025 dataset).

HOMO-LUMO gap = 9.27 eV
SMILES string = Cc1c[nH]cn1.Cc1ccccc1
Spin multiplicity = 1
Energy above the lowest of the compared OMol25 structures with the same formula, charge and spin = 102.11 kJ/mol
Molar mass = 174.25 g/mol
E_HOMO = -8.4 eV

Each line ends with the natural charge from an NBO analysis.
Cartesian coordinates (Å):
H  -3.041  -1.659  2.350  0.230
H  -1.073  -2.902  -2.356  0.411
H  2.387  -1.009  0.345  0.208
N  -2.784  -1.242  -0.311  -0.464
N  -1.468  -2.428  -1.578  -0.493
H  3.328  3.708  -0.407  0.222
H  2.790  3.150  -2.041  0.216
H  0.074  -0.766  1.174  0.220
C  0.569  2.380  0.296  -0.223
C  0.699  0.104  1.006  -0.246
C  -1.167  -2.815  -0.293  -0.157
H  3.138  0.957  -1.261  0.207
H  0.156  3.384  0.365  0.204
H  -0.923  1.418  1.524  0.217
C  1.866  -0.066  0.233  -0.195
H  -2.832  -0.996  -2.421  0.202
H  -2.184  -3.134  2.136  0.224
C  -2.438  -1.506  -1.571  0.153
C  1.790  2.279  -0.340  -0.001
C  -2.100  -2.059  1.974  -0.648
H  -1.305  -1.577  2.540  0.217
C  2.340  0.973  -0.530  -0.222
C  0.022  1.308  1.013  -0.193
H  1.848  4.297  -1.187  0.216
H  -0.228  -3.302  -0.103  0.215
C  2.483  3.423  -1.031  -0.634
C  -1.945  -1.917  0.475  0.116

***

# C11H14N2O

A cluster of 2 separate species, C11H14N2O in total (ωB97M-V with the def2-TZVPD basis set, the Open Molecules 2025 dataset).

HOMO-LUMO gap = 8.98 eV
SMILES string = Cc1ccc(O)cc1.Cc1c[nH]cn1
Spin multiplicity = 1
Energy above the lowest of the compared OMol25 structures with the same formula, charge and spin = 342.16 kJ/mol
Molar mass = 190.25 g/mol
E_HOMO = -8.2 eV

Each line ends with the natural charge from an NBO analysis.
Cartesian coordinates (Å):
C  -0.346  2.237  2.498  -0.180
C  0.413  2.840  1.558  -0.073
C  -0.193  0.911  0.042  -0.288
H  1.172  4.340  2.752  0.213
H  -0.296  0.341  -0.861  0.222
H  1.096  -1.763  -4.291  0.423
N  0.642  -1.981  -3.428  -0.545
H  0.094  -4.204  0.005  0.235
C  -0.854  -2.251  -3.324  0.132
H  -1.638  0.542  3.007  0.220
C  -0.107  -3.116  0.118  -0.644
H  1.320  2.389  -0.432  0.205
C  0.590  2.028  0.380  -0.173
H  2.139  4.083  1.312  0.210
H  0.622  5.053  1.276  0.227
H  -1.565  -2.185  -4.160  0.215
H  0.812  -2.826  0.861  0.223
H  -0.336  2.640  3.553  0.209
O  -1.866  -0.695  0.860  -0.682
C  1.027  4.167  1.679  -0.621
H  2.153  -2.516  -1.847  0.221
C  1.109  -2.448  -2.198  -0.079
C  -0.024  -2.576  -1.290  0.074
C  -1.036  0.392  1.037  0.300
C  -1.055  1.067  2.239  -0.276
N  -1.138  -2.472  -2.013  -0.482
H  -1.679  -1.247  0.157  0.486
H  -1.057  -2.750  0.511  0.229

***

# C11H14N2O

A cluster of 2 separate species, C11H14N2O in total (ωB97M-V with the def2-TZVPD basis set, the Open Molecules 2025 dataset).

HOMO-LUMO gap = 8.80 eV
SMILES string = Cc1c[nH]c2ccccc12.CC(N)=O
Spin multiplicity = 1
Energy above the lowest of the compared OMol25 structures with the same formula, charge and spin = 41.80 kJ/mol
Molar mass = 190.25 g/mol
E_HOMO = -8.1 eV

Each line ends with the natural charge from an NBO analysis.
Cartesian coordinates (Å):
H  -2.869  -0.464  0.556  0.215
C  1.018  3.597  0.209  -0.208
H  -0.361  -1.434  -1.878  0.222
N  0.947  0.214  -1.320  -0.564
C  0.985  -3.348  0.444  0.671
N  2.109  -2.598  0.240  -0.834
C  -0.324  3.626  0.614  -0.239
H  2.729  -2.892  -0.501  0.394
H  2.531  2.577  -0.844  0.209
C  1.526  2.497  -0.457  -0.268
H  2.063  -1.598  0.364  0.395
H  0.273  -1.978  1.916  0.212
C  -0.628  1.390  -0.229  -0.120
C  -1.197  0.127  -0.654  -0.075
C  -1.114  2.509  0.433  -0.184
C  -2.635  -0.204  -0.472  -0.632
H  -3.316  0.631  -0.663  0.218
H  -0.744  4.524  1.029  0.214
H  0.286  -3.607  2.521  0.245
C  0.717  1.395  -0.674  0.206
H  -0.922  -3.037  1.364  0.236
H  1.717  -0.040  -1.910  0.410
H  -2.942  -1.037  -1.085  0.221
C  -0.242  -0.502  -1.380  -0.043
H  -2.146  2.539  0.760  0.210
C  0.129  -3.016  1.627  -0.714
O  0.743  -4.326  -0.246  -0.608
H  1.670  4.454  0.235  0.212

***

# C11H14N2O

A cluster of 2 separate species, C11H14N2O in total (ωB97M-V with the def2-TZVPD basis set, the Open Molecules 2025 dataset).

HOMO-LUMO gap = 8.14 eV
SMILES string = Cc1c[nH]c2ccccc12.CC(N)=O
Spin multiplicity = 1
Energy above the lowest of the compared OMol25 structures with the same formula, charge and spin = 204.90 kJ/mol
Molar mass = 190.25 g/mol
E_HOMO = -7.5 eV

Each line ends with the natural charge from an NBO analysis.
Cartesian coordinates (Å):
O  -2.153  -0.218  -4.369  -0.623
C  -0.144  0.594  0.243  -0.282
H  3.397  -1.776  3.985  0.222
H  3.985  -1.315  2.350  0.223
N  0.187  0.534  2.756  -0.521
H  -4.313  1.321  -2.429  0.203
C  1.173  0.028  3.568  -0.027
C  -3.880  0.384  -2.864  -0.703
H  1.256  -1.754  -1.775  0.221
C  1.777  -1.408  0.245  -0.167
H  2.622  -2.167  0.236  0.198
C  1.123  -1.204  -0.907  -0.247
C  1.573  -0.789  1.467  -0.119
H  -3.441  -0.151  -2.050  0.246
H  1.355  0.374  4.591  0.208
C  2.122  -0.760  2.795  -0.086
H  3.996  -0.097  3.689  0.214
H  -4.684  -0.268  -3.282  0.246
H  -0.271  0.144  -1.894  0.210
C  3.423  -1.000  3.220  -0.637
H  -1.151  1.972  -3.597  0.397
H  -2.378  2.508  -2.704  0.391
C  0.178  -0.099  -0.878  -0.196
H  -0.485  1.190  2.984  0.405
C  -2.696  0.671  -3.680  0.657
H  -0.962  1.288  0.215  0.212
C  0.494  0.169  1.440  0.168
N  -2.103  1.829  -3.356  -0.811